<a>
The following is a DFT calculation (ωB97M-V with the def2-TZVPD basis set) of a cluster of 12 separate species, C56H136N12O20P4S8 in total.

The geometry in XYZ format:
```
236
Properties=species:S:1:pos:R:3:mulliken_charge:R:1
C 1.31 -0.68 5.83 -1.20
N -0.12 -1.04 5.61 1.23
C -0.98 -1.10 6.72 -1.14
P -0.64 -1.50 4.12 -1.33
O -0.06 -0.68 3.07 0.29
N -0.40 -3.11 4.01 0.69
C -0.53 -3.65 2.65 -0.36
C 0.04 -3.99 5.00 -1.30
N -2.30 -1.48 3.97 1.20
C -3.12 -2.62 4.37 -1.09
C -2.99 -0.24 3.93 -1.40
H 1.77 -0.48 4.86 0.11
H 1.99 -1.43 6.26 0.36
H 1.28 0.20 6.51 0.35
H -0.81 -2.05 7.24 0.26
H -2.01 -1.01 6.39 0.27
H -0.81 -0.20 7.40 0.27
H -1.21 -3.02 2.09 0.32
H 0.43 -3.77 2.09 -0.39
H -1.06 -4.64 2.75 0.47
H 0.52 -3.52 5.82 0.28
H -0.81 -4.64 5.38 0.24
H 0.73 -4.73 4.60 0.37
H -2.54 -3.53 4.36 0.19
H -3.43 -2.41 5.41 0.31
H -3.98 -2.66 3.70 0.34
H -2.36 0.61 3.70 0.09
H -3.59 -0.06 4.84 0.28
H -3.70 -0.21 3.09 0.43
C 0.68 5.45 6.15 -0.88
N -0.72 5.19 6.28 0.21
C -1.40 5.87 7.42 -1.21
P -1.70 4.72 5.02 0.32
O -3.05 4.43 5.54 -1.01
N -1.72 5.76 3.74 0.66
C -0.59 5.97 2.86 -0.98
C -2.79 6.62 3.48 -1.07
N -0.90 3.47 4.33 1.53
C -0.61 2.37 5.23 -0.49
C -1.39 3.02 3.04 -1.28
H 1.02 6.24 6.86 0.42
H 1.00 5.64 5.11 0.18
H 1.17 4.53 6.47 0.24
H -2.36 5.36 7.45 0.34
H -1.46 6.92 7.20 0.31
H -0.76 5.71 8.31 0.43
H -0.33 7.02 2.90 0.52
H 0.33 5.35 2.99 -0.07
H -0.89 5.78 1.85 0.25
H -3.65 6.62 4.16 0.24
H -2.45 7.69 3.41 0.41
H -3.13 6.46 2.48 0.20
H -0.15 2.70 6.16 0.56
H -1.53 1.77 5.51 0.09
H 0.12 1.69 4.77 -0.61
H -1.21 3.68 2.19 -0.14
H -2.42 2.84 3.14 0.74
H -0.91 2.06 2.92 0.17
C 3.74 -8.54 -1.73 -1.19
N 2.82 -7.44 -1.98 0.45
C 3.38 -6.12 -1.66 -1.02
P 1.18 -7.61 -1.77 0.33
O 0.87 -9.01 -1.44 -0.91
N 0.74 -6.52 -0.60 0.57
C 0.19 -5.18 -0.86 0.31
C 0.43 -7.14 0.69 -1.04
N 0.50 -6.92 -3.18 0.65
C -0.97 -7.07 -3.21 -1.16
C 1.00 -7.36 -4.50 -1.04
H 4.50 -8.44 -2.44 0.39
H 3.34 -9.53 -1.81 0.35
H 4.23 -8.45 -0.76 0.30
H 3.75 -6.16 -0.65 0.60
H 2.74 -5.24 -1.85 -0.62
H 4.26 -5.95 -2.20 0.72
H -0.55 -5.00 -0.06 0.39
H 0.92 -4.39 -1.00 -0.47
H -0.31 -5.17 -1.87 -0.60
H -0.60 -6.85 1.04 0.36
H 0.39 -8.25 0.57 0.41
H 1.14 -6.94 1.52 0.19
H -1.44 -6.57 -4.09 0.33
H -1.33 -8.10 -3.19 0.36
H -1.40 -6.55 -2.35 0.37
H 2.09 -7.28 -4.59 0.21
H 0.49 -6.67 -5.22 0.33
H 0.65 -8.35 -4.66 0.35
C -8.67 5.20 1.32 -1.03
N -7.25 5.40 1.23 0.48
C -6.91 6.55 2.03 -1.03
P -6.18 4.39 0.48 -0.02
O -6.64 3.65 -0.67 -0.97
N -4.83 5.26 0.18 1.54
C -4.90 6.33 -0.83 -1.19
C -3.53 4.68 0.41 -0.41
N -5.70 3.34 1.69 0.62
C -5.33 1.96 1.30 -0.91
C -5.32 3.84 2.98 -1.38
H -9.16 6.22 1.33 0.34
H -8.95 4.74 2.32 0.26
H -9.13 4.68 0.47 0.27
H -7.34 7.47 1.65 0.37
H -5.82 6.68 2.00 0.13
H -7.21 6.55 3.08 0.42
H -4.22 6.17 -1.68 0.30
H -5.90 6.56 -1.21 0.34
H -4.54 7.27 -0.39 0.38
H -3.24 3.77 -0.13 -0.73
H -2.84 5.47 0.08 0.92
H -3.32 4.43 1.45 -0.53
H -5.51 1.31 2.17 0.36
H -5.96 1.57 0.45 0.21
H -4.28 1.82 0.99 0.27
H -4.25 4.09 3.08 0.54
H -5.50 3.07 3.72 0.38
H -5.88 4.68 3.35 0.11
O 4.97 1.73 -3.40 -0.76
S 4.96 1.87 -1.95 1.21
O 3.69 2.28 -1.43 -0.61
C 5.51 0.41 -1.21 2.80
C 7.02 0.51 -1.15 -1.09
C 7.46 1.98 -1.55 -0.73
C 6.28 2.89 -1.44 -0.72
H 5.22 -0.45 -1.86 -1.05
H 5.16 0.32 -0.19 -1.39
H 7.34 0.38 -0.15 0.48
H 7.44 -0.28 -1.83 0.30
H 7.86 1.96 -2.58 0.28
H 8.23 2.36 -0.88 0.44
H 6.27 3.89 -1.93 0.47
H 6.00 3.11 -0.43 0.26
O 3.03 -2.87 4.22 -0.58
S 3.53 -3.82 3.27 1.44
O 3.15 -5.20 3.53 -0.76
C 2.88 -3.41 1.65 2.08
C 4.11 -2.87 0.88 0.80
C 5.35 -3.69 1.42 -0.77
C 5.22 -3.70 2.94 -1.02
H 2.13 -2.67 1.84 -1.69
H 2.42 -4.30 1.21 -0.43
H 3.98 -2.90 -0.19 -0.21
H 4.29 -1.85 1.20 -0.56
H 6.25 -3.20 1.01 0.49
H 5.19 -4.68 1.01 0.21
H 5.69 -2.91 3.56 0.29
H 5.60 -4.63 3.28 0.63
O -1.34 0.27 -2.21 -0.04
S -1.15 0.56 -0.83 -0.06
O -2.03 1.54 -0.22 -0.15
C -1.23 -0.99 0.07 -0.43
C 0.12 -1.63 -0.21 2.01
C 1.14 -0.57 -0.70 1.33
C 0.58 0.84 -0.52 0.08
H -2.17 -1.52 -0.25 0.55
H -1.31 -0.78 1.10 -0.58
H 0.49 -1.90 0.75 -0.89
H 0.12 -2.59 -0.76 -0.73
H 1.56 -0.71 -1.66 -0.74
H 2.03 -0.65 -0.09 -0.52
H 0.93 1.59 -1.26 0.32
H 0.68 1.32 0.45 -0.69
O 2.64 -2.75 -2.70 0.20
S 3.89 -2.71 -3.41 1.17
O 5.10 -2.81 -2.55 -0.91
C 3.79 -3.77 -4.79 -0.15
C 4.15 -3.03 -6.10 -1.07
C 3.63 -1.59 -5.81 -0.11
C 3.99 -1.19 -4.37 -0.12
H 2.76 -4.09 -4.87 -0.39
H 4.36 -4.66 -4.54 0.66
H 5.23 -3.06 -6.23 0.36
H 3.57 -3.46 -6.91 0.46
H 2.55 -1.65 -5.92 -0.42
H 3.93 -0.86 -6.51 0.67
H 3.39 -0.41 -3.89 -0.55
H 5.07 -1.01 -4.32 0.49
O -0.81 -5.22 -6.36 -0.82
S -0.38 -3.94 -5.79 1.16
O 0.97 -3.53 -6.08 -0.59
C -1.42 -2.54 -6.27 -0.84
C -1.83 -1.89 -4.96 -0.29
C -0.87 -2.43 -3.79 0.30
C -0.57 -3.94 -4.04 0.27
H -2.27 -3.03 -6.82 0.37
H -0.82 -1.82 -6.91 0.31
H -1.81 -0.80 -5.01 -0.17
H -2.85 -2.23 -4.62 0.49
H -1.35 -2.28 -2.85 0.33
H 0.08 -1.91 -3.88 -0.44
H -1.39 -4.56 -3.83 0.73
H 0.35 -4.38 -3.69 -0.84
O 0.36 2.31 -8.35 -0.80
S 0.16 2.04 -6.92 1.06
O -0.98 1.32 -6.46 -0.48
C 1.62 1.17 -6.31 -0.48
C 1.71 1.54 -4.80 1.77
C 0.83 2.83 -4.57 -0.66
C 0.45 3.50 -5.92 -0.85
H 2.43 1.58 -6.93 0.30
H 1.36 0.11 -6.41 -0.20
H 1.26 0.76 -4.20 -1.01
H 2.76 1.80 -4.55 -0.07
H 1.35 3.58 -3.97 0.59
H -0.06 2.60 -4.04 0.01
H 1.33 3.98 -6.40 0.35
H -0.42 4.15 -5.92 0.47
O 4.66 -0.20 2.80 -0.65
S 4.34 1.15 2.51 1.35
O 5.40 1.78 1.71 -0.81
C 2.81 1.38 1.66 2.20
C 2.37 2.76 2.06 -1.33
C 2.66 2.84 3.60 0.64
C 4.02 2.24 3.94 -0.94
H 2.08 0.63 2.09 -0.77
H 2.96 1.18 0.58 -0.90
H 3.13 3.45 1.64 0.35
H 1.37 2.99 1.83 0.53
H 1.80 2.38 4.11 -0.71
H 2.75 3.88 3.89 0.51
H 4.02 1.52 4.75 0.41
H 4.90 2.94 3.98 0.41
O -4.67 4.82 -4.28 -0.76
S -3.94 3.56 -4.27 1.21
O -2.50 3.73 -4.39 -0.60
C -4.41 2.71 -2.82 0.85
C -4.63 1.29 -3.34 -0.54
C -5.32 1.39 -4.70 -0.84
C -4.55 2.43 -5.50 -0.63
H -5.28 3.28 -2.47 0.13
H -3.61 2.73 -2.10 -0.70
H -3.74 0.75 -3.54 -0.14
H -5.10 0.65 -2.63 0.64
H -6.32 1.80 -4.46 0.32
H -5.50 0.43 -5.20 0.45
H -5.23 2.95 -6.15 0.43
H -3.64 2.13 -6.02 0.17
```

Kohn-Sham gap (eV): 8.5389
HOMO energy (Eh): -0.310
Spin multiplicity: 1

---

<b>
The following is a DFT calculation (ωB97M-V with the def2-TZVPD basis set) of a cluster of 12 separate species, C56H136N12O20P4S8 in total.

The geometry in XYZ format:
```
236
Properties=species:S:1:pos:R:3:mulliken_charge:R:1
C -0.09 6.67 4.14 -0.95
N -0.54 5.56 5.04 0.49
C -0.30 5.89 6.45 -1.10
P -0.93 4.00 4.51 -0.61
O -2.11 3.40 5.19 -0.64
N -1.28 4.14 2.86 0.97
C -0.57 3.61 1.68 -0.71
C -2.64 4.60 2.54 -1.13
N 0.37 3.04 4.73 0.42
C 1.77 3.45 4.58 -0.69
C 0.22 1.53 4.77 0.47
H 0.06 6.29 3.17 0.22
H 0.90 7.12 4.37 0.35
H -0.69 7.57 4.12 0.34
H -0.55 5.07 7.08 0.31
H -0.93 6.80 6.77 0.32
H 0.74 6.23 6.65 0.31
H 0.38 3.13 1.88 -0.20
H -1.25 2.91 1.24 0.36
H -0.35 4.42 0.99 0.40
H -2.71 4.76 1.46 0.43
H -3.37 3.77 2.72 0.01
H -2.92 5.46 3.09 0.40
H 1.78 4.57 4.58 0.24
H 2.39 3.08 5.41 0.32
H 2.21 3.10 3.62 0.09
H 1.17 1.13 4.42 -0.52
H -0.67 1.25 4.19 -0.16
H 0.10 1.31 5.84 0.13
C -6.23 3.11 0.24 -0.23
N -5.98 2.85 -1.16 0.33
C -4.86 3.50 -1.85 -1.00
P -6.34 1.35 -1.88 0.17
O -6.37 1.55 -3.32 -0.81
N -5.19 0.15 -1.54 0.53
C -4.53 0.13 -0.21 0.09
C -4.32 -0.30 -2.61 -1.13
N -7.77 0.79 -1.06 0.30
C -7.65 -0.06 0.11 -0.76
C -9.02 1.60 -1.39 -1.02
H -6.79 4.04 0.44 0.43
H -5.23 3.34 0.79 -0.15
H -6.63 2.20 0.74 -0.03
H -5.11 4.54 -1.99 0.43
H -4.66 3.11 -2.80 0.39
H -3.93 3.48 -1.23 0.13
H -3.77 0.86 -0.18 0.17
H -5.25 0.54 0.51 0.23
H -4.10 -0.86 -0.02 -0.62
H -4.05 -1.39 -2.51 0.02
H -4.77 -0.21 -3.60 0.55
H -3.35 0.21 -2.65 0.36
H -8.50 -0.78 0.18 0.41
H -6.74 -0.68 -0.01 0.05
H -7.53 0.44 1.09 0.30
H -9.91 1.03 -1.84 0.27
H -8.74 2.36 -2.09 0.34
H -9.38 2.07 -0.49 0.37
C 0.44 2.92 -9.00 -1.03
N 0.85 2.62 -7.58 0.44
C 1.27 3.72 -6.79 -0.83
P 0.94 1.10 -6.82 0.01
O 2.26 0.91 -6.12 -0.78
N -0.41 1.04 -5.86 0.69
C -0.70 -0.07 -4.93 -1.38
C -1.45 2.06 -5.71 -0.95
N 0.64 0.02 -7.99 0.70
C -0.55 -0.80 -8.19 -0.86
C 1.83 -0.35 -8.81 -1.16
H 1.23 2.79 -9.75 0.29
H 0.18 4.00 -9.01 0.37
H -0.47 2.38 -9.34 0.27
H 2.20 4.10 -7.24 0.40
H 1.30 3.46 -5.73 -0.08
H 0.55 4.54 -6.78 0.41
H -1.52 -0.62 -5.35 0.54
H 0.25 -0.64 -4.89 0.30
H -0.97 0.27 -3.95 0.19
H -2.36 1.65 -6.14 0.32
H -1.55 2.40 -4.67 0.16
H -1.20 2.89 -6.33 0.37
H -0.33 -1.82 -7.92 0.20
H -1.43 -0.46 -7.63 0.25
H -0.77 -0.83 -9.26 0.34
H 2.11 -1.41 -8.61 0.32
H 2.72 0.22 -8.54 0.32
H 1.64 -0.19 -9.88 0.32
C 4.20 0.55 3.50 -1.00
N 5.24 1.04 2.57 1.17
C 5.56 0.12 1.50 -0.22
P 6.06 2.51 3.03 0.38
O 5.20 3.57 3.54 -0.92
N 7.28 2.05 4.11 0.24
C 8.14 3.18 4.65 -1.13
C 7.28 0.82 4.93 -1.05
N 6.92 3.07 1.73 0.49
C 6.35 4.12 0.86 -0.94
C 8.05 2.36 1.20 -1.20
H 3.27 0.54 2.99 -0.13
H 4.09 1.17 4.38 0.40
H 4.42 -0.46 3.90 0.26
H 4.60 -0.10 0.96 -0.50
H 6.06 -0.83 1.67 0.18
H 6.15 0.72 0.80 0.12
H 8.59 3.05 5.62 0.41
H 8.86 3.36 3.86 0.28
H 7.58 4.13 4.75 0.33
H 6.93 0.05 4.29 0.25
H 8.26 0.48 5.12 0.47
H 6.73 0.93 5.86 0.28
H 6.08 3.77 -0.13 0.13
H 5.52 4.55 1.36 0.34
H 7.09 4.93 0.69 0.34
H 8.99 2.90 1.27 0.30
H 7.96 2.23 0.08 0.34
H 8.15 1.35 1.65 0.36
O 1.64 -0.83 4.96 -0.39
S 1.45 -2.14 5.56 0.70
O 1.08 -2.23 6.94 -0.74
C 0.21 -3.02 4.41 0.85
C 0.93 -4.26 3.92 0.30
C 2.18 -4.56 4.82 -1.24
C 2.82 -3.29 5.24 -0.45
H 0.05 -2.36 3.59 -1.32
H -0.73 -3.20 4.92 0.59
H 0.35 -5.12 3.75 0.88
H 1.27 -4.10 2.90 -0.88
H 2.88 -5.21 4.29 0.41
H 1.83 -5.08 5.70 0.37
H 3.45 -2.91 4.43 0.06
H 3.50 -3.33 6.06 0.69
O 0.60 -2.70 -4.13 -0.27
S -0.21 -3.89 -4.02 0.98
O 0.41 -5.17 -3.70 -0.78
C -1.64 -3.80 -2.97 1.99
C -2.78 -4.42 -3.76 -0.71
C -2.29 -4.97 -5.08 -0.86
C -1.12 -4.17 -5.54 -0.65
H -1.77 -2.69 -2.76 -1.00
H -1.35 -4.25 -2.04 -0.65
H -3.28 -5.17 -3.19 0.39
H -3.51 -3.64 -3.90 0.22
H -3.09 -4.99 -5.82 0.45
H -1.91 -5.99 -4.93 0.35
H -1.23 -3.27 -6.07 0.01
H -0.49 -4.69 -6.29 0.53
O 6.21 0.08 -1.73 -0.53
S 6.47 -1.31 -1.96 1.17
O 7.59 -1.83 -1.21 -0.80
C 5.06 -2.29 -1.61 -0.67
C 4.15 -1.88 -2.74 1.01
C 4.92 -1.76 -4.04 -0.41
C 6.39 -1.71 -3.69 -0.81
H 4.70 -2.16 -0.60 0.06
H 5.41 -3.32 -1.65 0.53
H 3.25 -2.50 -2.92 0.17
H 3.86 -0.88 -2.50 -0.86
H 4.58 -0.87 -4.61 0.13
H 4.75 -2.62 -4.71 0.27
H 7.00 -0.93 -4.18 0.45
H 6.93 -2.64 -3.90 0.31
O -3.90 -3.47 -0.56 -0.69
S -3.88 -4.22 0.71 1.10
O -2.60 -4.93 1.02 -0.78
C -4.21 -3.13 2.13 0.75
C -5.45 -3.80 2.74 -0.86
C -6.29 -4.39 1.57 -0.33
C -5.33 -5.32 0.87 -0.89
H -4.44 -2.08 1.76 -0.77
H -3.32 -3.08 2.78 0.19
H -5.07 -4.61 3.40 0.34
H -5.97 -3.05 3.30 0.41
H -6.48 -3.55 0.86 0.08
H -7.22 -4.84 1.92 0.43
H -5.72 -5.61 -0.12 0.37
H -4.97 -6.11 1.48 0.46
O 1.36 -8.65 0.35 -0.73
S 1.75 -7.33 0.73 1.14
O 2.53 -7.13 1.93 -0.63
C 2.63 -6.55 -0.62 -0.99
C 2.05 -5.13 -0.67 0.12
C 0.57 -5.26 -0.49 1.36
C 0.38 -6.20 0.66 -0.05
H 2.52 -7.10 -1.52 0.51
H 3.69 -6.59 -0.37 0.48
H 2.46 -4.57 0.16 0.06
H 2.31 -4.54 -1.60 -0.30
H 0.18 -5.73 -1.38 0.40
H 0.12 -4.29 -0.24 -1.33
H -0.53 -6.74 0.70 0.82
H 0.54 -5.64 1.60 -0.74
O 2.35 -0.20 -0.15 -0.17
S 1.32 -1.05 0.37 0.46
O 1.77 -2.38 0.69 -0.37
C 0.29 -0.37 1.61 1.82
C -1.02 -1.16 1.39 0.57
C -1.24 -1.23 -0.17 1.72
C 0.07 -1.32 -0.93 1.05
H 0.30 0.69 1.39 -0.58
H 0.71 -0.46 2.63 -0.64
H -0.84 -2.14 1.83 0.28
H -1.93 -0.63 1.76 -1.07
H -1.80 -0.30 -0.42 -0.66
H -1.87 -2.11 -0.45 -0.93
H 0.14 -0.54 -1.72 -1.24
H 0.26 -2.29 -1.36 -0.06
O -3.38 1.09 2.83 -0.16
S -4.23 0.56 3.86 0.95
O -4.88 -0.72 3.63 -0.80
C -3.52 0.71 5.42 0.05
C -4.39 1.46 6.34 -0.85
C -5.86 1.34 5.76 -0.76
C -5.61 1.61 4.25 -0.52
H -2.62 1.28 5.26 -0.64
H -3.33 -0.26 5.81 0.83
H -4.41 1.15 7.35 0.50
H -4.04 2.54 6.40 0.16
H -6.46 2.14 6.14 0.47
H -6.30 0.34 5.97 0.23
H -5.23 2.69 4.20 0.20
H -6.40 1.26 3.57 0.31
O 0.03 1.86 -1.01 -0.11
S 0.85 2.82 -1.72 0.97
O 0.16 4.07 -2.18 -0.78
C 2.36 3.20 -0.84 -0.46
C 3.47 2.52 -1.65 0.80
C 3.08 2.45 -3.14 -1.20
C 1.64 1.97 -3.14 2.60
H 2.40 2.76 0.14 0.02
H 2.44 4.33 -0.80 0.47
H 4.41 3.05 -1.50 0.02
H 3.71 1.51 -1.25 -0.64
H 3.85 1.90 -3.74 0.33
H 3.11 3.47 -3.53 0.63
H 1.52 0.95 -2.84 -1.00
H 1.11 2.20 -4.06 -1.68
```

Kohn-Sham gap (eV): 8.5760
HOMO energy (Eh): -0.310
Spin multiplicity: 1

---

Which one sits at the bottom of the stability order? <b> does.